59
Properties=species:S:1:pos:R:3:forces:R:3 method="wB97M-V/def2-TZVPD" orbital_gap_ev=8.0 total_charge=+1 lumo_energy_ev=-3.18
Bi 0.6200 0.2447 1.6456 -0.66 0.50 -0.26
C -2.2973 -3.0898 5.9698 -0.14 0.03 -0.29
C -2.9656 -2.1120 5.0064 0.24 0.00 0.17
N -2.4173 -2.0915 3.6437 -0.05 -0.25 0.15
C -1.1734 -1.7827 3.2852 0.33 0.13 -0.37
S -0.8895 -1.7458 1.5157 -0.14 -0.36 0.07
N -0.2271 -1.5604 4.1622 -0.57 -0.08 0.86
N 0.9206 -1.1692 3.5896 0.57 0.04 -0.58
C 2.0825 -1.3689 4.0863 -0.33 -0.21 0.37
C 2.3291 -1.9879 5.4229 -0.06 -0.03 0.00
C 3.2046 -1.0326 3.1873 0.42 0.09 -0.25
C 4.5319 -1.0650 3.6019 -0.13 0.00 0.05
C 5.5362 -0.8180 2.6801 0.02 0.03 -0.11
C 5.2059 -0.5457 1.3609 0.03 -0.03 0.09
C 3.8653 -0.5103 1.0212 0.01 0.00 0.05
N 2.8991 -0.7509 1.9047 0.06 -0.11 0.01
H -2.8248 -3.0540 6.9229 0.01 -0.03 -0.01
H -1.2614 -2.8214 6.1327 0.14 0.01 0.05
H -2.3422 -4.1087 5.5838 -0.01 0.00 0.02
H -2.9173 -1.0998 5.4154 -0.01 -0.01 -0.04
H -4.0137 -2.3815 4.8988 -0.04 0.10 -0.06
H -3.0542 -2.2588 2.8844 -0.04 0.04 -0.01
H 1.3828 -2.2716 5.8753 0.01 0.02 -0.01
H 2.8328 -1.2785 6.0826 0.02 -0.01 0.00
H 2.9587 -2.8737 5.3311 0.03 0.01 0.00
H 4.7790 -1.2772 4.6321 -0.03 -0.02 0.00
H 6.5721 -0.8373 2.9906 0.00 -0.01 0.00
H 5.9666 -0.3636 0.6160 -0.02 0.01 -0.01
H 3.5329 -0.2842 0.0140 0.06 -0.01 0.00
C -3.6405 3.2225 -3.8974 0.10 -0.01 0.07
C -2.2575 2.8474 -4.4197 -0.29 0.13 -0.26
C -2.3653 2.0442 -5.7084 0.19 -0.03 0.01
C -0.9788 1.7042 -6.2330 -0.10 -0.01 0.06
C -0.2136 0.9507 -5.1824 -0.05 0.00 -0.12
C 0.7429 0.0272 -5.5294 -0.03 0.03 0.01
C 1.4465 -0.6594 -4.5424 -0.04 0.06 0.15
F 2.3686 -1.5526 -4.9190 0.01 -0.01 -0.03
C 1.2186 -0.4426 -3.2155 0.05 -0.07 -0.02
C 0.2366 0.4839 -2.8328 -0.05 0.07 -0.04
C 0.0081 0.7181 -1.4161 -0.12 0.13 -0.27
O 0.7830 0.0825 -0.6034 -0.15 0.10 0.49
C -0.9996 1.6464 -1.0912 0.08 -0.02 0.21
C -1.6658 2.2796 -2.1224 0.05 0.04 -0.08
N -1.4702 2.0747 -3.4198 -0.01 0.02 0.23
C -0.4916 1.1759 -3.8176 0.25 -0.26 0.07
C -1.4843 2.1141 0.2903 -0.22 0.14 -0.10
O -2.0338 3.1979 0.3431 0.06 -0.18 0.01
O -1.3471 1.2971 1.2855 0.54 0.06 -0.23
H -4.2482 3.5557 -4.7368 0.02 0.02 -0.01
H -3.6132 4.0369 -3.1757 -0.02 -0.03 0.03
H -4.1330 2.3611 -3.4438 -0.02 0.00 -0.02
H -1.6938 3.7619 -4.6286 0.05 -0.04 0.01
H -2.9141 2.6359 -6.4393 -0.03 0.02 0.03
H -2.9338 1.1285 -5.5235 -0.04 0.01 0.01
H -0.4478 2.6284 -6.4803 0.01 -0.01 -0.03
H -1.0363 1.1127 -7.1460 0.01 0.00 0.00
H 0.9520 -0.1798 -6.5712 0.02 0.01 0.00
H 1.7683 -0.9782 -2.4567 0.01 -0.03 -0.03
H -2.3929 3.0213 -1.8297 -0.04 -0.01 -0.07